Entry 1:
The following is a quantum chemistry calculation of C39H33HfINO5PS as an isolated structure, from the OMol25 dataset.

The geometry in ORCA input format:
```
! RIJCOSX wB97M-V def2-TZVPD def2/J DEFGRID3
* xyz 2 1
Hf 0.70 -0.20 -0.02
C -3.62 -3.10 6.73
C -2.86 -2.57 5.54
C -1.47 -2.71 5.48
C -0.76 -2.26 4.38
C -1.47 -1.65 3.35
C -2.85 -1.49 3.38
C -3.53 -1.96 4.49
S -0.61 -1.14 1.96
O -1.36 -0.12 1.16
O 0.70 -0.48 2.27
N -0.11 -2.19 0.91
C -1.04 -2.80 -0.05
C -1.10 -1.91 -1.30
O -2.08 -1.71 -1.94
O 0.10 -1.33 -1.56
H -2.99 -3.14 7.61
H -3.96 -4.12 6.52
H -4.50 -2.49 6.94
H -0.94 -3.17 6.30
H 0.31 -2.36 4.33
H -3.37 -1.00 2.57
H -4.61 -1.84 4.54
H -2.05 -2.97 0.33
H -0.63 -3.77 -0.35
I 3.25 -1.88 -0.10
C 3.94 -1.32 1.82
C 4.13 -2.41 2.62
C 4.75 -2.26 3.87
C 5.20 -1.04 4.25
C 5.01 0.10 3.43
C 5.53 1.34 3.86
C 5.38 2.47 3.12
C 4.62 2.41 1.94
C 4.08 1.24 1.47
P 2.97 1.43 0.04
C 3.91 1.28 -1.49
C 5.27 1.53 -1.53
C 5.95 1.43 -2.74
C 5.27 1.09 -3.90
C 3.90 0.83 -3.86
C 3.22 0.93 -2.66
C 2.37 3.14 0.12
C 1.40 3.42 1.08
C 0.86 4.70 1.18
C 1.29 5.69 0.30
C 2.26 5.42 -0.65
C 2.80 4.14 -0.75
C 4.31 0.01 2.18
H 3.83 -3.39 2.29
H 4.90 -3.13 4.50
H 5.73 -0.91 5.19
H 6.07 1.36 4.80
H 5.79 3.41 3.45
H 4.44 3.33 1.41
H 5.81 1.78 -0.63
H 7.02 1.62 -2.78
H 5.80 1.01 -4.84
H 3.37 0.56 -4.76
H 2.16 0.71 -2.63
H 1.08 2.65 1.77
H 0.11 4.91 1.93
H 0.87 6.69 0.38
H 2.60 6.19 -1.32
H 3.56 3.93 -1.49
C -2.51 1.63 -1.14
C -1.14 1.94 -1.62
O -0.14 1.43 -1.00
C -0.89 2.74 -2.79
C 0.42 3.12 -3.11
C 0.66 3.87 -4.24
C -0.39 4.24 -5.07
C -1.70 3.86 -4.77
C -1.95 3.13 -3.63
H -2.50 1.42 -0.08
H -2.83 0.71 -1.65
H -3.21 2.42 -1.38
H 1.23 2.84 -2.46
H 1.67 4.17 -4.49
H -0.20 4.82 -5.96
H -2.51 4.15 -5.42
H -2.97 2.83 -3.40
*
```

Properties
Orbital gap: 7.243 eV
Highest occupied orbital energy: -13.4 eV
E: -82227.6459 eV
Largest force on an atom: 0.0166 hartree/bohr

Entry 2:
The following is a quantum chemistry calculation of C39H34ClFN8O4SeV as an isolated structure in a non-equilibrium geometry, from the OMol25 dataset.

The geometry in ORCA input format:
```
! RIJCOSX wB97M-V def2-TZVPD def2/J DEFGRID3
* xyz -1 3
V 0.59 0.35 0.77
C 4.95 1.62 1.84
C 4.57 2.40 2.91
C 3.25 2.84 3.00
C 2.38 2.46 2.00
N 2.73 1.66 0.99
C 4.00 1.26 0.91
C 0.98 2.97 1.93
C 0.63 4.20 2.46
C -0.60 4.74 2.19
C -1.45 4.05 1.34
C -1.05 2.83 0.86
N 0.13 2.27 1.17
H 5.97 1.27 1.74
H 5.27 2.66 3.69
H 2.90 3.41 3.84
H 4.25 0.61 0.08
H 1.34 4.73 3.08
H -0.90 5.68 2.62
H -2.42 4.44 1.06
H -1.68 2.26 0.20
C -1.45 -2.78 -3.07
C -2.03 -1.78 -4.04
C -3.07 -2.12 -4.90
C -3.59 -1.23 -5.82
C -3.07 0.06 -5.91
C -2.05 0.43 -5.05
C -1.54 -0.47 -4.12
N -0.50 -0.03 -3.25
C -0.63 0.18 -1.91
N -1.86 -0.01 -1.40
C -2.28 -0.21 -0.03
C -1.38 -0.11 1.03
C -1.88 -0.39 2.31
C -3.22 -0.75 2.50
C -4.08 -0.80 1.41
C -3.63 -0.52 0.12
C -4.57 -0.56 -1.06
N 0.37 0.66 -1.20
C 1.65 0.83 -1.85
C 2.48 -0.27 -2.09
C 3.74 -0.09 -2.65
C 4.18 1.18 -3.00
C 3.35 2.27 -2.77
C 2.08 2.11 -2.20
C 1.23 3.32 -1.93
H -1.79 -3.79 -3.32
H -1.73 -2.58 -2.03
H -0.36 -2.76 -3.08
H -3.48 -3.13 -4.84
H -4.40 -1.54 -6.48
H -3.46 0.76 -6.64
H -1.64 1.44 -5.09
H 0.37 0.28 -3.65
H -2.53 -0.30 -2.09
H -1.23 -0.32 3.17
H -3.58 -0.96 3.50
H -5.13 -1.06 1.55
H -5.60 -0.62 -0.72
H -4.39 -1.44 -1.71
H -4.49 0.33 -1.69
H 2.13 -1.25 -1.79
H 4.38 -0.96 -2.80
H 5.16 1.32 -3.43
H 3.68 3.26 -3.04
H 1.47 4.13 -2.62
H 1.41 3.69 -0.91
H 0.17 3.09 -2.00
F -0.09 -5.81 0.60
C -0.07 -4.95 1.62
C 0.99 -4.20 1.87
N 1.08 -3.33 2.94
C 2.29 -2.55 3.12
C 2.46 -1.45 2.10
O 3.45 -1.45 1.38
O 1.50 -0.55 2.07
C -0.02 -3.12 3.77
O -0.02 -2.37 4.72
N -1.13 -3.87 3.42
C -1.27 -4.84 2.43
O -2.29 -5.48 2.29
H 1.86 -4.25 1.22
H 3.15 -3.21 3.03
H 2.24 -2.09 4.10
H -1.95 -3.70 3.99
Cl 0.44 -2.13 -0.13
Se 0.66 1.40 4.76
C -0.72 1.39 5.96
N -1.61 1.37 6.72
*
```

Properties
Energy relative to the best compared isomer or geometry (same formula, charge and spin): 33.8 kcal/mol
<S²>: 2.02
Orbital gap (spin up / spin down): 5.957 / 5.822 eV
Highest occupied orbital energy (spin up / spin down): -4.0 / -4.0 eV
E: -167386.7047 eV
Largest force on an atom: 0.0487 hartree/bohr